(1)
DFT (wB97M-V/def2-TZVPD) results for 2 unconnected molecules or ions with the total composition C17H28NO3.

Output
Total charge ... +1
Multiplicity ... 1
LUMO level ... -2.844 eV
Energy ... -25710.402 eV
HOMO level ... -11.9956 eV
Kohn-Sham gap ... 9.151 eV
ΔE to the lowest compared entry with this formula, charge and spin ... 0.0 kcal/mol

CARTESIAN COORDINATES (ANGSTROEM)
C -4.5676 -2.5670 -0.4244
C -3.3348 -1.8532 0.0594
C -2.4181 -1.2929 -0.8319
C -1.2806 -0.6321 -0.3869
C -1.0286 -0.5155 0.9872
C 0.1790 0.2195 1.5113
C 0.1288 1.7666 1.3502
C 0.7289 2.4671 2.5881
C -0.2747 2.8996 3.6829
C -1.6958 3.1956 3.2265
N -2.1502 2.2101 2.1968
C -1.2395 2.2989 1.0074
C -1.9384 -1.0907 1.8849
C -3.0798 -1.7477 1.4330
H -5.4453 -2.0875 0.0036
H -4.6598 -2.5002 -1.5028
H -4.5703 -3.6038 -0.1063
H -2.5914 -1.3765 -1.8949
H -0.5619 -0.2002 -1.0674
H 1.0840 -0.1484 1.0358
H 0.2805 -0.0212 2.5684
H 0.7476 2.0409 0.4998
H 1.4006 1.7563 3.0567
H 1.3257 3.3202 2.2835
H -0.3235 2.1780 4.4943
H 0.0881 3.8209 4.1274
H -2.3761 3.1312 4.0713
H -1.8161 4.1879 2.8083
H -2.1701 1.2520 2.5564
H -3.0868 2.4545 1.8804
H -1.1577 3.3600 0.7806
H -1.6991 1.8211 0.1526
H -1.7181 -1.0435 2.9450
H -3.7427 -2.1871 2.1633
C 5.5792 -0.5337 -4.0995
C 4.3028 -0.8975 -4.8257
O 3.6306 -1.9986 -4.1891
C 2.9005 -1.6930 -3.1274
O 2.7087 -0.5887 -2.6783
O 2.3588 -2.8178 -2.6533
C 1.5608 -2.6163 -1.4913
H 6.2210 -1.4090 -3.9968
H 6.1200 0.2336 -4.6525
H 5.3664 -0.1530 -3.1009
H 4.5208 -1.2451 -5.8330
H 3.6256 -0.0477 -4.9008
H 0.8202 -1.8435 -1.6670
H 2.1910 -2.3469 -0.6433
H 1.0575 -3.5560 -1.2816

Cartesian forces (eV/Å) of the 2 atoms listed first:
0.068 0.448 0.117
0.077 -0.059 0.330



(2)
DFT (wB97M-V/def2-TZVPD) results for a single C17H28O4S2 molecule.

Output
Multiplicity ... 1
LUMO level ... 0.661 eV
Energy ... -47941.995 eV
HOMO level ... -9.7411 eV
Kohn-Sham gap ... 10.402 eV
ΔE to the lowest compared entry with this formula, charge and spin ... 18.1 kcal/mol

CARTESIAN COORDINATES (ANGSTROEM)
C 2.1841 1.7325 4.8559
C 2.5393 0.6182 3.8792
C 1.3243 0.1819 3.0618
C 1.6703 -0.8748 2.0284
S 2.5430 -0.0934 0.6427
O 1.7165 0.9788 0.1290
O 3.8847 0.2678 1.0220
C 2.7225 -1.4203 -0.5626
C 2.0583 -1.5800 -1.6936
C 0.9744 -0.6822 -2.1758
C -0.3960 -1.3691 -2.1592
S -1.4614 -0.8916 -0.7422
O -0.8774 -1.5438 0.4088
O -2.7999 -1.2941 -1.0947
C -1.4317 0.9064 -0.4291
C -2.2304 1.1763 0.8361
C -3.7394 1.1626 0.5975
C -4.5091 1.3742 1.8954
C -0.9881 -1.0529 -3.5433
C -0.1978 -1.9491 -4.4693
C 1.0379 -1.4667 -4.5247
C 1.0852 -0.2309 -3.6636
C -0.3402 0.2983 -3.8652
H 1.4052 1.4074 5.5431
H 1.8249 2.6075 4.3195
H 3.0561 2.0214 5.4372
H 3.3217 0.9582 3.2006
H 2.9261 -0.2401 4.4342
H 0.5500 -0.2044 3.7300
H 0.9114 1.0438 2.5329
H 0.7777 -1.3106 1.5832
H 2.3282 -1.6437 2.4224
H 3.4994 -2.0932 -0.2423
H 2.2734 -2.4355 -2.3265
H 0.9654 0.2085 -1.5521
H -0.3279 -2.4454 -1.9901
H -1.8662 1.3920 -1.2973
H -0.3879 1.1761 -0.2923
H -1.9677 0.4079 1.5666
H -1.9347 2.1455 1.2474
H -3.9988 1.9543 -0.1101
H -4.0209 0.2081 0.1537
H -5.5796 1.3735 1.7069
H -4.2853 0.5794 2.6028
H -4.2410 2.3255 2.3513
H -2.0707 -1.1323 -3.5794
H -0.5860 -2.8464 -4.9134
H 1.8868 -1.8717 -5.0436
H 1.9084 0.4542 -3.8456
H -0.6070 1.1006 -3.1816
H -0.5298 0.6113 -4.8908

Cartesian forces (eV/Å) of the 2 atoms listed first:
0.124 -0.217 -0.109
-0.231 0.234 0.098



(3)
DFT (wB97M-V/def2-TZVPD) results for a molecular structure, C17H29BBrClF4N3O4P.

Output
Multiplicity ... 1
LUMO level ... -1.922 eV
Energy ... -134163.918 eV
HOMO level ... -9.3312 eV
Kohn-Sham gap ... 7.409 eV
ΔE to the lowest compared entry with this formula, charge and spin ... 0.0 kcal/mol

CARTESIAN COORDINATES (ANGSTROEM)
C 2.8749 2.3624 3.2313
C 2.4562 1.4906 2.3140
C 3.4340 0.6320 1.5920
O 4.5164 0.4124 2.0454
O 3.0160 0.0512 0.4390
C 2.4842 0.9945 -0.5235
C 2.5746 0.4367 -1.9213
C 1.8140 -0.8630 -2.1691
C 0.2900 -0.6970 -2.0447
C -0.4330 -2.0161 -1.7116
C -1.6032 -1.8590 -0.7351
C -1.2222 -1.2524 0.6481
C 0.2333 -1.4636 1.0366
C 0.4682 -2.7762 1.7520
O 0.2786 -3.8295 1.2228
C -1.7512 0.2216 0.6226
N -3.1661 0.0451 0.9516
C -4.2190 0.9414 0.4344
C -3.9003 1.6670 -0.8643
C -3.0543 2.9286 -0.7036
Cl -3.8640 4.1085 0.3539
C -3.3745 -1.2408 1.2002
N -4.4796 -1.9459 1.0447
N -2.1862 -1.8561 1.6664
P -2.2569 -1.3896 3.3961
O -0.9305 -0.5179 3.6501
Br -1.7047 -3.3177 4.3763
H 2.2236 2.7234 4.0184
H 3.8942 2.7260 3.2444
H 1.3915 1.4181 2.1148
H 3.0625 1.9188 -0.4812
H 1.4606 1.2608 -0.2183
H 2.1687 1.1943 -2.5982
H 3.6314 0.3507 -2.1737
H 2.0585 -1.1732 -3.1860
H 2.1760 -1.6546 -1.5084
H -0.0760 -0.3109 -2.9962
H 0.1359 0.0652 -1.2799
H 0.2599 -2.7679 -1.3373
H -0.8410 -2.4141 -2.6420
H -2.0572 -2.8440 -0.6019
H -2.3576 -1.2472 -1.2404
H 0.6205 -0.6353 1.6275
H 0.8849 -1.5110 0.1700
H 0.8268 -2.7352 2.7958
H -1.5733 0.5905 -0.3820
H -1.2160 0.9037 1.2865
H -5.1024 0.3246 0.2656
H -4.4924 1.6434 1.2210
H -4.8602 2.0075 -1.2561
H -3.4576 1.0085 -1.6123
H -2.9462 3.4131 -1.6700
H -2.0612 2.7389 -0.3070
H -5.4098 -1.5743 1.1362
H -4.3626 -2.9313 0.8654
H -0.0957 -1.0092 3.6473
B 5.9790 1.4560 -3.6447
F 6.9452 0.8049 -2.8666
F 5.2918 2.4085 -2.8463
F 6.5729 2.0809 -4.7455
F 5.0309 0.5028 -4.1031

Cartesian forces (eV/Å) of the 2 atoms listed first:
-0.036 -0.108 0.017
-0.038 0.531 0.290



(4)
DFT (wB97M-V/def2-TZVPD) results for 2 unconnected molecules or ions with the total composition C17H29BF2IN2O10.

Output
Total charge ... -1
Multiplicity ... 1
LUMO level ... 0.440 eV
Energy ... -55744.734 eV
HOMO level ... -1.0470 eV
Kohn-Sham gap ... 1.487 eV
ΔE to the lowest compared entry with this formula, charge and spin ... 269.5 kcal/mol

CARTESIAN COORDINATES (ANGSTROEM)
C 3.0027 -1.9038 0.8057
C 1.7240 -2.9086 0.8935
O 1.6894 -3.7553 2.1298
C 0.2456 -2.1656 0.6412
O 0.1995 -0.8940 1.2594
C -0.3433 0.2527 0.5340
C 0.5163 0.8058 -0.7153
C 0.6988 -0.1305 -2.0408
O 1.7064 -1.0481 -2.0058
I -0.4140 -0.0621 -3.9188
C -0.1645 1.4038 1.7559
B 1.3132 1.3625 2.4908
O 2.3679 2.2631 1.9749
O 1.5968 0.4973 3.6587
C -0.7014 2.8865 1.3332
F -0.5281 3.8608 2.4601
C -2.3477 2.6163 1.1976
N -2.6773 1.5255 0.1903
C -2.5143 2.2574 -1.1384
C -4.0019 2.4261 -1.8846
F -3.9036 2.9037 -3.2828
C -2.0112 0.2013 0.3346
C -2.4931 -0.7423 -0.9268
C -3.4693 -2.0964 -0.2982
C -3.6491 -3.4113 -1.4194
O -2.7020 -3.4391 -0.0759
O -2.4035 -0.6298 1.4905
N -3.3622 -0.1822 2.2598
O -3.7007 -1.1090 2.9859
H 2.7806 -0.7657 0.9457
H 3.7606 -2.2246 1.6689
H 3.6341 -2.0189 -0.2006
H 1.8345 -3.6928 0.0013
H 2.4275 -4.4487 1.9972
H -0.5144 -2.8861 1.2196
H 0.0162 -2.3035 -0.4832
H 0.2072 1.8828 -1.1280
H 1.6542 0.9854 -0.3847
H -0.8939 1.0854 2.6512
H 2.3190 3.1785 2.3803
H 0.7784 -0.1016 3.7257
H -0.2276 3.3679 0.3890
H -2.9407 3.6279 0.9706
H -2.6781 2.3456 2.3129
H -3.7365 1.4107 0.2506
H -1.8167 1.7443 -1.9111
H -2.1158 3.3694 -1.0204
H -4.5394 3.2983 -1.2718
H -4.6823 1.4692 -1.7455
H -3.3082 -0.2932 -1.6257
H -1.6718 -1.3656 -1.4507
H -4.4560 -1.8146 0.4238
H -2.6644 -3.6044 -2.0569
H -4.1814 -4.3847 -0.9786
O 5.6155 -1.1069 -0.7252
C 5.5243 0.1339 -1.2247
C 6.3116 0.2048 -2.6170
O 6.2308 1.4488 -3.1105
H 5.9346 0.9534 -0.6084
H 4.5100 0.5146 -1.4383
H 5.8919 -0.6077 -3.2362
H 7.3228 -0.1867 -2.4079

Cartesian forces (eV/Å) of the 2 atoms listed first:
1.191 -0.549 0.320
0.180 -0.120 -1.692